# 1
{
  "formula": "C3H2InLi2O3",
  "method": "the ωB97M-V functional and the def2-TZVPD basis",
  "species": ["C", "C", "O", "H", "H", "In", "Li", "O", "C", "O", "Li"],
  "positions_angstrom": [[-1.34798, 0.47430, -0.80402], [-0.94659, -0.07867, 0.38669], [-1.71230, 0.97077, -1.79123], [-1.33634, -1.07979, 0.54496], [-1.22650, 0.51063, 1.25448], [1.05196, 2.28468, -2.07396], [-0.91415, 2.13765, -3.08507], [0.94407, -0.37594, 0.89184], [1.54616, -1.43730, 0.74787], [1.76385, -2.45527, 1.25722], [2.17784, -0.95106, 2.67121]],
  "s_squared": 0.7532,
  "gap_ev": [4.02, 7.17],
  "multiplicity": 2,
  "homo_energy_ev": [-13.18, -16.33],
  "charge": 2,
  "lumo_energy_ha": [-0.337, -0.336]
}

---

# 2
{
  "formula": "C3H2InO4",
  "method": "the ωB97M-V functional and the def2-TZVPD basis",
  "species": ["C", "C", "O", "O", "H", "H", "O", "O", "C", "In"],
  "positions_angstrom": [[-3.25309, 0.03526, 0.18057], [-1.80866, -0.22063, -0.26301], [-1.09432, 0.70989, -0.58755], [-4.02909, -0.87804, 0.19951], [-3.50887, 1.08693, 0.41899], [-1.41196, -1.24138, -0.08391], [2.94933, -0.39210, -0.20029], [2.58788, 0.85154, -0.56864], [3.36963, -1.38625, 0.19697], [0.69462, 1.08600, -0.92475]],
  "e_above_lowest_kcal_mol": 71.88,
  "gap_ev": [4.61, 4.61],
  "homo_energy_ev": [-22.96, -22.96],
  "charge": 3,
  "lumo_energy_ha": [-0.674, -0.674]
}

---

# 3
{
  "formula": "C3H2LiLuO3",
  "method": "the ωB97M-V functional and the def2-TZVPD basis",
  "species": ["C", "C", "O", "C", "O", "O", "Lu", "H", "H", "Li"],
  "positions_angstrom": [[-1.34262, 0.26468, -0.48524], [-0.24082, -0.08366, 0.35663], [0.83349, 0.71940, 0.32474], [2.08276, 0.19050, -0.09847], [2.14048, -0.96999, -0.43234], [-2.48317, -0.17352, -0.32533], [4.29988, 0.77353, 0.96882], [-0.41559, -0.66376, 1.26818], [-0.59560, -0.27284, -1.31311], [-4.27881, 0.21567, -0.26387]],
  "e_above_lowest_kcal_mol": 69.43,
  "s_squared": 0.7652,
  "gap_ev": [3.58, 4.53],
  "multiplicity": 2,
  "homo_energy_ev": [-19.32, -20.28],
  "charge": 3,
  "lumo_energy_ha": [-0.578, -0.579]
}

---

# 4
{
  "formula": "C3H2LiO2Sm",
  "method": "the ωB97M-V functional and the def2-TZVPD basis",
  "species": ["C", "Li", "O", "C", "H", "H", "Sm", "O", "C"],
  "positions_angstrom": [[0.55027, 0.14318, -0.25279], [-1.37393, -1.77482, 0.94183], [-1.08352, 0.10348, 0.71814], [-0.81823, 0.60030, -0.60139], [-0.92076, 1.69352, -0.65959], [-1.34297, 0.10591, -1.43087], [2.88653, 0.41940, 1.17815], [1.73455, -0.55645, -0.68670], [0.36805, -0.73452, 0.79324]],
  "s_squared": 12.0105,
  "gap_ev": [6.03, 6.15],
  "multiplicity": 7,
  "homo_energy_ev": [-10.72, -10.74],
  "charge": 1,
  "lumo_energy_ha": [-0.172, -0.169]
}

---

# 5
{
  "formula": "C3H2LiO3Tl",
  "method": "the ωB97M-V functional and the def2-TZVPD basis",
  "species": ["C", "C", "O", "Li", "H", "H", "O", "C", "Tl", "O"],
  "positions_angstrom": [[-3.37465, -1.02313, -0.04349], [-2.52855, 0.00166, 0.00157], [-2.34232, 1.18076, -0.03940], [-0.58092, 2.08154, -0.08835], [-4.30784, -0.91988, -0.59794], [-3.10157, -1.96154, 0.43910], [0.88554, -1.52438, 0.22185], [0.25595, -0.50826, -0.04906], [2.80414, -0.22667, 0.22422], [0.66358, 0.68550, -0.07925]],
  "e_above_lowest_kcal_mol": 7.73,
  "s_squared": 0.7562,
  "gap_ev": [8.37, 7.94],
  "multiplicity": 2,
  "homo_energy_ev": [-12.26, -13.04],
  "charge": 1,
  "lumo_energy_ha": [-0.143, -0.187]
}

---

# 6
{
  "formula": "C3H2MnO2",
  "method": "the ωB97M-V functional and the def2-TZVPD basis",
  "species": ["O", "C", "C", "H", "C", "O", "H", "Mn"],
  "positions_angstrom": [[-0.73736, 1.50750, -1.12018], [0.28018, 0.96579, -0.74196], [-0.05657, 0.32933, 1.34975], [-0.77103, 0.01594, 2.11667], [0.35498, -0.36541, 0.12647], [1.22888, -0.10821, 1.27114], [1.27253, 1.24733, -1.16423], [-0.14090, -2.12437, -0.72518]],
  "e_above_lowest_kcal_mol": 90.77,
  "s_squared": 12.0278,
  "gap_ev": [5.77, 6.33],
  "multiplicity": 7,
  "homo_energy_ev": [-12.89, -13.77],
  "charge": 1,
  "lumo_energy_ha": [-0.262, -0.273]
}

---

# 7
{
  "formula": "C3H2N2",
  "method": "the ωB97M-V functional and the def2-TZVPD basis",
  "species": ["C", "C", "C", "N", "N", "H", "H"],
  "positions_angstrom": [[-0.57798, 0.63504, -0.29542], [-0.65083, -0.73859, -0.04767], [1.84047, 1.16434, -0.05400], [1.08811, 0.23703, -0.18591], [0.65164, -0.97917, -0.01294], [-0.79903, 1.06172, 0.68736], [-1.55238, -1.38036, -0.09141]],
  "e_above_lowest_kcal_mol": 157.15,
  "gap_ev": 8.26,
  "homo_energy_ev": -9.23,
  "lumo_energy_ha": -0.036
}

---

# 8
{
  "formula": "C3H2N2O2",
  "method": "the ωB97M-V functional and the def2-TZVPD basis",
  "species": ["O", "C", "C", "N", "C", "N", "O", "H", "H"],
  "positions_angstrom": [[-1.29872, 0.19509, -1.37550], [-1.49448, -0.37166, -0.34224], [0.25803, 1.90197, 1.02031], [0.88902, 1.03070, 0.53395], [1.37802, -0.11975, -0.03771], [0.70132, -1.18877, -0.18563], [-0.58317, -1.08402, 0.37254], [-2.42803, -0.39131, 0.23553], [2.40873, -0.12012, -0.37763]],
  "e_above_lowest_kcal_mol": 72.14,
  "gap_ev": 10.96,
  "homo_energy_ev": -11.22,
  "lumo_energy_ha": -0.009
}

---

# 9
{
  "formula": "C3H2N2O2",
  "method": "the ωB97M-V functional and the def2-TZVPD basis",
  "species": ["O", "C", "N", "C", "O", "C", "N", "H", "H"],
  "positions_angstrom": [[2.55192, -0.00002, 0.11320], [1.37038, -0.02496, 0.02078], [0.63050, 1.23295, -0.06026], [-0.62709, 1.14861, 0.00989], [-1.38093, 0.00181, 0.14730], [-0.65230, -1.14395, 0.01077], [0.62821, -1.23579, -0.07328], [-1.24660, 2.02646, -0.11095], [-1.27409, -2.00511, -0.05744]],
  "e_above_lowest_kcal_mol": 10.68,
  "gap_ev": 10.71,
  "homo_energy_ev": -10.47,
  "smiles": "O=c1ncocn1",
  "lumo_energy_ha": 0.009
}

---

# 10
{
  "formula": "C3H2N2O2",
  "method": "the ωB97M-V functional and the def2-TZVPD basis",
  "species": ["N", "C", "C", "C", "N", "O", "O", "H", "H"],
  "positions_angstrom": [[-2.21115, 1.22433, 0.55548], [-1.35143, 0.82854, -0.07487], [-0.22031, 0.11974, -0.61381], [0.25714, -0.78934, 0.60135], [1.44927, -0.55885, 0.72822], [2.04462, 0.22612, -0.04688], [0.92198, 0.84552, -0.96804], [-0.55025, -0.37137, -1.49206], [-0.33986, -1.52468, 1.31061]],
  "e_above_lowest_kcal_mol": 122.86,
  "gap_ev": 10.88,
  "homo_energy_ev": -10.63,
  "smiles": "N#C[C@@H]1C=NOO1",
  "lumo_energy_ha": 0.009
}

---

# 11
{
  "formula": "C3H2N2O3",
  "method": "the ωB97M-V functional and the def2-TZVPD basis",
  "species": ["O", "C", "O", "N", "C", "N", "C", "O", "H", "H"],
  "positions_angstrom": [[1.50350, 1.65054, -0.19382], [0.49791, 0.98216, -0.00256], [-0.71192, 1.53556, 0.21206], [-1.77182, 0.68687, 0.06898], [-1.59370, -0.59868, -0.12014], [-0.42352, -1.28983, -0.07870], [0.61363, -0.47892, -0.02059], [1.82502, -1.00229, 0.19017], [-2.50723, -1.11682, -0.09732], [2.56813, -0.36860, 0.04191]],
  "e_above_lowest_kcal_mol": 71.66,
  "gap_ev": 9.41,
  "homo_energy_ev": -10.28,
  "smiles": "O=c1oncnc1O",
  "lumo_energy_ha": -0.032
}

---

# 12
{
  "formula": "C3H2N2O3",
  "method": "the ωB97M-V functional and the def2-TZVPD basis",
  "species": ["O", "C", "N", "C", "O", "N", "C", "O", "H", "H"],
  "positions_angstrom": [[2.55304, -0.42528, 0.45220], [1.38171, -0.22551, 0.08217], [1.13665, 0.98549, -0.47479], [-0.06623, 1.41801, -0.00507], [-0.70269, 0.55887, 1.05021], [-1.70136, -0.22167, 0.12100], [-0.94078, -1.16600, -0.17272], [0.46062, -1.34098, 0.27110], [-0.68775, 2.40491, -0.25130], [-1.43320, -1.98785, -1.07281]],
  "e_above_lowest_kcal_mol": 150.93,
  "gap_ev": 10.04,
  "homo_energy_ev": -10.93,
  "smiles": "O=C1N=CON=CO1",
  "lumo_energy_ha": -0.033
}

---

# 13
{
  "formula": "C3H2N2S2",
  "method": "the ωB97M-V functional and the def2-TZVPD basis",
  "species": ["S", "C", "N", "C", "N", "C", "S", "H", "H"],
  "positions_angstrom": [[-3.88361, 0.26651, -0.16651], [-2.38650, 0.01697, 0.00863], [-1.19689, 0.03777, 0.18845], [-0.06124, -0.74505, 0.50478], [1.14926, -0.41185, 0.27653], [1.86699, 0.43945, -0.42828], [2.49177, 1.89182, 0.01658], [-0.12130, -1.69823, 1.00521], [2.14153, 0.20263, -1.40538]],
  "e_above_lowest_kcal_mol": 25.13,
  "gap_ev": 8.09,
  "homo_energy_ev": -8.58,
  "smiles": "S=C=N/C=N\\C=S",
  "lumo_energy_ha": -0.018
}

---

# 14
{
  "formula": "C3H2N3O2",
  "method": "the ωB97M-V functional and the def2-TZVPD basis",
  "species": ["C", "C", "C", "N", "N", "N", "O", "O", "H", "H"],
  "positions_angstrom": [[-0.42660, 0.35413, 0.38722], [1.76201, 0.66217, 0.43057], [-0.94950, -1.75678, -1.81009], [0.78043, -0.08137, -0.16972], [-0.34695, 1.27918, 1.33335], [0.99128, 1.41359, 1.33734], [-0.86162, -2.66364, -1.10907], [-1.09710, -0.97804, -2.64854], [-1.26070, -0.27876, 0.16940], [1.40872, 2.04952, 2.07955]],
  "e_above_lowest_kcal_mol": 42.61,
  "gap_ev": 6.82,
  "homo_energy_ev": -3.36,
  "charge": -1,
  "lumo_energy_ha": 0.127
}

---

# 15
{
  "formula": "C3H2N4O",
  "method": "the ωB97M-V functional and the def2-TZVPD basis",
  "species": ["O", "C", "C", "N", "N", "N", "N", "C", "H", "H"],
  "positions_angstrom": [[-1.68202, 0.79787, -1.29347], [-0.82269, 0.33171, -0.62926], [0.16410, 1.44313, 0.18702], [1.44008, 1.09919, 0.31678], [1.43281, -0.21082, 0.19463], [0.63720, -0.55219, 1.04788], [-0.01623, -1.76317, 0.52200], [-0.81968, -1.26407, -0.28535], [-0.13037, 2.38042, 0.31034], [-2.00089, -1.83913, -0.16600]],
  "e_above_lowest_kcal_mol": 132.34,
  "gap_ev": 9.32,
  "homo_energy_ev": -10.31,
  "smiles": "O=c1cnnnnc1",
  "lumo_energy_ha": -0.036
}

---

# 16
{
  "formula": "C3H2N4O2",
  "method": "the ωB97M-V functional and the def2-TZVPD basis",
  "species": ["O", "C", "N", "N", "C", "N", "N", "C", "O", "H", "H"],
  "positions_angstrom": [[-1.57490, 1.11000, 1.96934], [-1.54119, 0.44591, 0.94568], [-0.35926, 0.18670, 0.23546], [0.77884, 0.64005, 0.76539], [1.79195, 0.35495, 0.02814], [1.77268, -0.60571, -1.01738], [0.73105, -1.15727, -1.33213], [-0.48718, -0.62088, -0.88297], [-1.48247, -1.03434, -1.37285], [-2.42904, -0.02887, 0.48970], [2.79953, 0.70944, 0.17161]],
  "e_above_lowest_kcal_mol": 31.07,
  "gap_ev": 8.31,
  "homo_energy_ev": -10.05,
  "smiles": "O=Cn1ncnnc1=O",
  "lumo_energy_ha": -0.064
}

---

# 17
{
  "formula": "C3H2NO2P",
  "method": "the ωB97M-V functional and the def2-TZVPD basis",
  "species": ["C", "C", "C", "N", "O", "O", "P", "H", "H"],
  "positions_angstrom": [[-0.17765, 0.48935, 1.88863], [-0.17453, -1.35922, 0.17073], [-0.04803, -0.21953, 0.72505], [-0.28538, 0.97391, 2.90348], [0.68095, 1.83175, -2.86672], [0.58640, 1.08194, -0.57844], [0.07374, 0.87922, -1.99729], [-0.23324, -1.51435, -0.95356], [-0.42227, -2.16306, 0.70812]],
  "e_above_lowest_kcal_mol": 50.95,
  "gap_ev": 8.20,
  "homo_energy_ev": -10.01,
  "lumo_energy_ha": -0.067
}

---

# 18
{
  "formula": "C3H2NO3",
  "method": "the ωB97M-V functional and the def2-TZVPD basis",
  "species": ["C", "C", "C", "N", "O", "O", "O", "H", "H"],
  "positions_angstrom": [[-0.21287, 0.46190, 0.40703], [1.26096, 0.18686, 0.33035], [-1.65486, -0.67712, -0.26022], [2.19090, -0.08013, -0.29946], [-2.56347, 0.13735, -0.31869], [-1.27652, -1.78673, -0.49373], [3.38139, -0.18533, -0.66888], [-0.65904, 0.51110, 1.42335], [-0.46650, 1.43210, -0.11976]],
  "e_above_lowest_kcal_mol": 78.27,
  "gap_ev": 7.79,
  "homo_energy_ev": -3.75,
  "charge": -1,
  "lumo_energy_ha": 0.148
}

---

# 19
{
  "formula": "C3H2NO3",
  "method": "the ωB97M-V functional and the def2-TZVPD basis",
  "species": ["C", "C", "C", "N", "O", "O", "O", "H", "H"],
  "positions_angstrom": [[1.00065, 1.77520, -0.71022], [-1.85172, -0.74290, 1.10051], [0.79309, -0.55547, -0.29579], [0.67857, 0.60104, -0.83632], [1.21108, 2.78068, -1.11614], [-2.94671, -0.59325, 0.79513], [-0.72371, -0.92240, 1.34020], [0.42709, -1.49226, -0.83139], [1.41167, -0.85063, 0.55403]],
  "e_above_lowest_kcal_mol": 4.93,
  "gap_ev": 10.60,
  "homo_energy_ev": -17.59,
  "charge": 1,
  "lumo_energy_ha": -0.257
}

---

# 20
{
  "formula": "C3H2NO4",
  "method": "the ωB97M-V functional and the def2-TZVPD basis",
  "species": ["O", "C", "O", "O", "N", "C", "C", "O", "H", "H"],
  "positions_angstrom": [[1.80792, 0.91610, -1.72920], [2.78607, 1.11372, -1.09659], [3.92398, 0.75904, -1.16669], [2.60017, 2.18687, 0.05750], [1.74081, 1.88670, 1.04246], [0.95586, 0.89854, 1.00298], [0.20539, -0.32930, 0.52997], [0.09825, 0.17875, 1.84640], [-0.64179, -0.01283, -0.07488], [0.75221, -1.24820, 0.42403]],
  "e_above_lowest_kcal_mol": 90.02,
  "gap_ev": 8.32,
  "homo_energy_ev": -4.50,
  "smiles": "O=C([O-])O/N=C1\\CO1",
  "charge": -1,
  "lumo_energy_ha": 0.140
}